Entry from the Open Molecules 2025 dataset: a structure of composition C52H38Cl3InO4P2S (ωB97M-V with the def2-TZVPD basis set).

Output
LUMO level in eV: 0.040
Highest occupied orbital energy in eV: -7.49
Orbital gap in eV: 7.5
E_tot in eV: -134888.053
Energy above the lowest of the compared OMol25 structures with the same formula, charge and spin in kJ/mol: 0.0
Charge: 0

Structure (XYZ):
```
101
Properties=species:S:1:pos:R:3:lowdin_charge:R:1
H -5.71730 -1.04732 1.06377 0.117
H 1.96571 2.92177 -0.21889 0.059
C -6.27893 -2.19636 -0.66926 -0.092
In -1.09589 0.66343 -0.93937 0.514
C -5.91319 -2.56446 -1.95666 -0.091
C 1.50056 6.18008 0.54399 -0.079
H 1.05688 -1.22792 -5.87096 0.110
C 3.55457 -1.40646 3.21302 -0.428
C -1.89108 1.40685 3.51555 -0.079
C -0.82632 -3.25211 -1.27921 -0.375
C 1.90898 -3.89279 0.08383 -0.070
C -3.28097 0.02728 0.12438 -0.653
C -1.71078 2.15065 2.35152 -0.355
S -2.43381 -0.64987 -2.64698 0.712
H -3.57680 -4.53139 0.23702 0.109
H 4.09161 -1.55680 5.32174 0.076
C 2.07262 5.04455 -0.01630 -0.067
H -6.54414 -3.23557 -2.52675 0.101
H 0.70170 3.14731 3.76119 0.115
C 2.72119 -0.14426 3.37674 -0.090
C 2.83522 -4.41537 0.97041 -0.057
O -3.21794 1.23063 -0.27251 -0.050
C 0.86957 2.44059 -3.26885 -0.518
C 1.04049 1.41199 2.55274 -0.250
P -0.21382 1.96106 1.33222 1.151
H 3.52865 -1.34852 -5.73564 0.104
C 1.78376 0.24356 2.42378 -0.173
C 0.76912 -1.60846 -3.78446 -0.135
C 1.54090 -1.42847 -4.92273 -0.070
Cl -2.47532 4.57771 -3.21238 0.721
H -0.31062 -1.54465 -3.85170 0.047
C 3.34276 -3.61008 1.97711 -0.017
H -4.46588 -2.38211 -3.53211 0.101
O 1.55201 -0.49839 1.29332 0.001
C 2.93848 -2.28931 2.13800 -0.091
C 2.91267 0.69842 4.46467 -0.015
C 1.51696 3.79873 0.22341 -0.101
H 2.40262 2.33096 -4.76774 0.108
C -3.08338 1.48928 4.22011 -0.075
C -4.10577 2.31231 3.76531 -0.078
C -3.91129 -1.21291 -1.82498 -0.537
C 2.76541 -1.93465 -2.48466 -0.101
H 4.61599 -1.80759 -3.56098 0.105
C -2.66366 -5.33415 -1.53495 -0.081
H 4.94933 -0.46274 1.82517 0.098
C -1.63562 -5.19529 -2.45615 -0.075
C -4.29199 -0.85812 -0.51686 -0.158
H -5.03653 2.37640 4.31652 0.102
H 3.25702 -2.12168 -1.53757 0.103
H 5.59610 -1.90066 2.63394 0.089
C 1.37514 -1.86353 -2.55059 -0.409
C -5.45844 -1.33963 0.05267 -0.024
C -4.74285 -2.08324 -2.52842 -0.116
H 2.63252 -2.45905 4.88321 0.104
C -3.94006 3.04123 2.59539 -0.064
H -0.88429 4.97473 -5.52201 0.107
H 2.94869 5.12987 -0.64783 0.108
C -0.71856 -4.15953 -2.32937 -0.093
Cl 1.53866 4.15127 -6.79863 0.649
H 3.64998 0.43711 5.21378 0.112
C 4.97656 -1.01031 2.77002 -0.007
H -4.74228 3.66605 2.22247 0.110
H -1.96548 -2.68731 0.45844 0.094
C 3.53599 -1.75247 -3.62753 -0.080
C 1.46286 2.77642 -4.47159 -0.131
C -1.85252 -3.40433 -0.34506 -0.086
C 1.26632 2.22821 3.65725 -0.075
O -0.90136 2.61436 -1.67189 -0.239
H 1.92949 7.15635 0.35304 0.104
C -0.17474 4.80627 1.59740 -0.080
C -0.35942 2.95040 -2.82116 -0.462
H 2.37509 2.51732 5.46909 0.109
C -0.96078 3.88441 -3.68582 -0.573
H 4.23776 -3.06564 4.44952 0.076
C 2.20077 1.87814 4.61282 -0.054
H 0.07193 -4.05707 -3.06157 0.101
H -0.06668 6.93831 1.79677 0.105
H -3.38657 -6.13424 -1.64523 0.103
H -7.19497 -2.57254 -0.23098 0.098
C 0.38279 3.66695 1.02459 -0.337
H -1.54836 -5.89063 -3.28295 0.103
H 5.44640 -0.37129 3.52253 0.089
Cl 1.64068 1.27353 -2.22251 0.806
C 1.49069 -2.57143 0.19751 -0.263
C 0.82229 3.69442 -5.27552 -0.673
H 4.08298 -4.02348 2.65182 0.112
P 0.34037 -1.86487 -1.04044 1.087
H 3.16524 -5.44322 0.87703 0.109
H -3.21392 0.90759 5.12413 0.103
H 1.50361 -4.50973 -0.70992 0.113
C -2.76726 -4.43998 -0.47702 -0.067
C -2.75424 2.94991 1.88290 -0.113
H -1.04276 4.73029 2.23732 0.097
O -2.31149 -0.51592 0.73875 -0.075
C 2.92704 -1.49408 -4.84623 -0.083
H -1.10348 0.75592 3.87490 0.108
H -2.65304 3.47927 0.94306 0.118
C -0.38521 4.25502 -4.88676 -0.128
C 3.62896 -2.16712 4.54605 -0.027
C 2.00459 -1.79534 1.23337 -0.178
C 0.38152 6.05753 1.35239 -0.071
```